Molecular formula: C24H23BClN5O2
Method: DFT, ωB97M-V/def2-TZVPD

Calculated values
- LUMO (eV) = -1.42
- Kohn-Sham gap (eV) = 7.0
- structure (SMILES) = OB(O)Cc1ccc2ncc(Cl)nc2c1.c1ccncc1.c1ccncc1.c1ccncc1
- HOMO energy (hartree) = -0.3087

Geometry as XYZ:
```
56
Properties=species:S:1:pos:R:3:forces:R:3:lowdin_charge:R:1
O 4.088438 -4.885953 0.850935 0.2251 2.6194 -2.5163 0.00
B 4.886071 -3.656831 0.572121 1.2818 -1.7167 -0.8564 -0.40
O 6.165561 -3.890842 -0.183976 -3.5005 -0.9035 1.4684 0.02
C 4.395949 -2.116451 1.008840 -0.8418 0.1471 -1.5021 -0.07
C 2.771584 -1.990265 0.633378 -3.9578 -0.5960 0.5686 -0.15
C 2.195106 -1.057444 -0.590126 -3.7684 -2.5154 2.2613 0.01
C 0.549057 -1.080745 -0.863000 2.8501 -1.1149 1.7296 0.02
C -0.517524 -1.973278 0.021795 0.7246 -0.0861 0.1748 -0.16
N -1.970728 -1.933669 -0.358981 1.2475 -3.9661 5.0923 0.05
C -2.816995 -2.810043 0.520768 3.2541 0.8528 -0.1026 -0.08
C -2.206827 -3.653507 1.770345 2.6450 1.0463 -0.9494 -0.52
Cl -3.417648 -4.687321 2.783320 2.0516 1.7650 -1.6946 0.47
N -0.766396 -3.720563 2.193389 -4.0037 3.1866 -5.1843 0.04
C 0.045078 -2.869756 1.256953 1.6076 0.6744 -0.4096 -0.14
C 1.691887 -2.842438 1.524179 0.0730 1.8837 -2.4908 0.03
H 3.427898 -4.915527 0.075049 1.1305 -0.0980 1.9156 0.13
H 6.157446 -4.864839 -0.462554 0.0385 1.9697 0.7477 0.11
H 4.963321 -1.384794 0.264446 -1.1262 -1.3192 1.8865 0.12
H 4.615702 -1.865341 2.132423 -0.5400 -0.3987 -2.2396 0.12
H 2.935122 -0.417382 -1.236528 -1.8192 -1.3611 1.3294 0.10
H 0.172060 -0.417978 -1.762065 0.5892 -1.5431 2.1235 0.08
H -3.975959 -2.870014 0.277572 2.8567 0.1546 0.6466 0.12
H 2.118450 -3.501094 2.402268 -1.0829 1.4442 -1.9913 0.11
C 0.870934 4.820589 -0.633070 0.0069 -0.0745 0.0635 -0.08
C 0.344188 4.697910 -1.914471 0.0245 -0.0161 0.1703 -0.07
C -0.288779 3.512487 -2.252513 -0.0812 -0.5438 0.5937 -0.15
N -0.421425 2.464762 -1.409880 0.6297 1.0587 0.3403 0.05
C 0.101541 2.612682 -0.173320 -0.3826 -0.5003 -0.7434 -0.14
C 0.748453 3.759529 0.258144 0.0389 0.2965 -0.2567 -0.08
H 1.372949 5.735253 -0.331372 -0.0464 -0.0958 -0.0416 0.10
H 0.424107 5.506026 -2.632676 -0.0245 -0.0893 0.0450 0.10
H -0.719004 3.369426 -3.239477 0.0652 0.1537 0.0130 0.10
H -0.016221 1.755736 0.484012 0.0454 0.2249 -0.0755 0.08
H 1.147708 3.823963 1.263982 -0.0878 -0.0791 -0.0886 0.10
C -1.418399 2.011264 5.491809 0.0035 -0.0236 -0.0129 -0.08
C -1.337625 3.283756 4.936166 -0.0134 -0.2394 0.0654 -0.08
C -1.053371 3.392109 3.584276 0.1520 -0.6828 -0.6144 -0.14
N -0.845784 2.332000 2.772840 -0.2226 -0.1008 1.1987 0.06
C -0.928936 1.109470 3.341138 0.0742 0.7596 -0.4937 -0.13
C -1.211380 0.899773 4.681349 -0.0443 0.2369 0.1619 -0.07
H -1.640561 1.886597 6.547627 0.0260 0.0140 -0.1230 0.11
H -1.492724 4.169956 5.541020 0.0133 -0.0687 -0.0743 0.10
H -0.982915 4.363357 3.103263 -0.0126 -0.0266 0.0480 0.10
H -0.755905 0.274151 2.668374 -0.0098 -0.0137 0.0550 0.10
H -1.267949 -0.105245 5.083849 0.0146 0.0788 -0.0686 0.10
C -3.520355 -0.447837 -4.362726 0.0142 0.0377 0.0407 -0.08
C -2.864114 0.487205 -3.569288 -0.1737 -0.2360 -0.2090 -0.07
C -1.525016 0.737742 -3.822650 0.6392 -0.2050 -0.6588 -0.17
N -0.816487 0.122967 -4.794962 -0.9761 -0.2862 0.0655 0.06
C -1.480070 -0.781124 -5.547778 0.5348 0.5414 0.4427 -0.16
C -2.818053 -1.096249 -5.373394 -0.0871 0.1345 0.1913 -0.08
H -4.570235 -0.669704 -4.194864 0.1120 0.0196 -0.0198 0.10
H -3.382885 1.008783 -2.772991 0.1081 -0.0408 -0.0371 0.10
H -0.969629 1.461190 -3.232879 -0.2588 -0.4255 -0.0664 0.04
H -0.887880 -1.262819 -6.320817 -0.0806 0.0087 0.0383 0.10
H -3.300826 -1.829634 -6.009274 0.0640 0.0581 0.0435 0.10
```
Positions in Å, forces in eV/Å.

***

Molecular formula: C24H23BrI2N3O2Pd
Method: DFT, ωB97M-V/def2-TZVPD

Calculated values
- charge = +1
- LUMO (alpha / beta) (eV) = -3.48 / -3.90
- Kohn-Sham gap (alpha / beta) (eV) = 6.9 / 6.8
- HOMO energy (alpha / beta) (hartree) = -0.3818 / -0.3944

Geometry as XYZ:
```
56
Properties=species:S:1:pos:R:3:forces:R:3:lowdin_charge:R:1
Pd 0.011000 -0.511856 0.610281 -0.1230 2.1621 0.4192 0.44
I -0.138769 -0.833298 3.324840 -0.3164 0.6529 0.5594 1.09
C -0.874433 1.174496 3.445781 0.2602 -0.7352 0.0945 -0.58
C -1.090600 1.686431 4.690514 0.0896 -0.1056 -0.0593 -0.14
C -1.583461 2.998325 4.818542 -0.0587 0.1141 -0.0323 -0.06
C -1.861235 3.734982 3.703386 -0.0129 -0.0225 0.1340 -0.02
C -1.652008 3.209263 2.407190 0.0602 -0.1875 -0.1269 -0.16
C -1.964764 3.962094 1.251737 -0.0251 0.0622 -0.0758 -0.03
C -1.733718 3.458243 0.006184 0.0055 0.1109 0.1634 -0.06
C -1.170565 2.172316 -0.148944 0.0969 -0.1897 -0.2007 -0.10
C -0.884182 1.405483 0.939413 0.4534 -1.7341 -0.2195 -0.15
C -1.123375 1.889744 2.251875 -0.0659 0.0331 0.1009 -0.27
H -0.884585 1.094221 5.571448 -0.0128 0.0141 0.0041 0.10
H -1.746622 3.404947 5.807211 -0.0124 0.0241 -0.0118 0.11
H -2.252352 4.740266 3.797117 -0.0089 -0.0012 -0.0208 0.12
H -2.403498 4.943773 1.379958 0.0358 0.0157 -0.0165 0.12
H -1.974940 4.039405 -0.873845 0.0002 -0.0060 -0.0043 0.11
H -0.976349 1.819415 -1.154461 -0.0137 -0.1121 0.0608 0.07
C -0.241488 -3.935863 0.807951 0.0638 0.1705 0.0502 -0.02
C -1.594649 -3.305539 0.654892 -0.1935 -0.0895 -0.1054 -0.53
C -2.774158 -4.231124 0.710237 -0.0895 0.0995 -0.0798 -0.02
O -1.756036 -2.105221 0.512596 -0.0419 -0.0736 -0.0078 -0.09
H -0.145633 -4.320773 1.827294 -0.0200 -0.0430 -0.0151 0.10
H 0.558472 -3.222393 0.619913 0.0471 -0.0142 -0.0143 0.04
H -0.139203 -4.784704 0.131819 -0.0113 -0.0053 -0.0018 0.10
H -2.597699 -5.112421 0.093089 -0.0021 -0.0389 0.0631 0.09
H -3.676788 -3.721753 0.382227 0.0256 0.0333 0.0247 0.09
H -2.908068 -4.562972 1.742580 0.0188 -0.0662 -0.0070 0.10
Br -2.068803 -3.355792 -2.927284 -0.0146 -0.0503 0.1598 0.78
C -1.908249 -1.833290 -4.026342 0.1785 0.1181 0.0435 -0.73
C -2.749391 -1.761683 -5.128192 0.0129 -0.0560 0.0362 -0.13
C -2.624602 -0.721927 -6.032290 0.0048 -0.0284 0.0091 -0.07
C -1.645895 0.239514 -5.843557 -0.0106 0.1095 -0.0688 -0.07
C -0.820273 0.185104 -4.733604 0.0934 0.0616 0.1368 -0.16
C -0.955401 -0.840836 -3.807714 0.0981 -0.1294 0.2205 -0.66
I 0.401875 -0.889001 -2.170977 -0.2286 -0.1679 -1.0259 1.13
H -3.481970 -2.543097 -5.273945 -0.0224 0.0300 -0.0301 0.10
H -3.281409 -0.678271 -6.890006 0.0104 0.0035 -0.0125 0.11
H -1.515825 1.036087 -6.563483 -0.0210 0.0181 0.0159 0.11
H -0.054156 0.935083 -4.590285 -0.0239 0.0219 0.0049 0.09
C 4.839170 -1.624681 -0.671769 -0.0083 -0.2027 -0.1110 0.01
N 4.210074 -0.501706 0.015338 -0.1953 -0.1424 0.0460 -0.03
C 4.874359 0.632504 0.333450 -0.0603 0.1717 0.1153 -0.02
C 4.269998 1.643914 0.996349 0.1257 0.0813 0.0592 0.01
C 2.892161 1.487445 1.323276 -0.0344 -0.2078 -0.1674 -0.35
N 2.230722 0.396863 0.945235 -0.1385 0.0816 -0.0789 0.12
C 2.867184 -0.631529 0.345071 0.1420 0.0076 0.0667 -0.55
O 2.265019 -1.681185 0.079814 -0.1089 0.0681 -0.0638 -0.13
N 2.226505 2.416793 2.008730 -0.0266 -0.0454 -0.0642 0.22
H 5.913711 -1.474283 -0.723588 -0.0134 0.1065 0.0350 0.10
H 4.430271 -1.726712 -1.676332 0.0201 0.0371 0.0083 0.10
H 4.622436 -2.542514 -0.130996 0.0427 0.0192 0.0242 0.10
H 5.911863 0.683768 0.034324 0.0088 -0.0548 0.0055 0.14
H 4.809619 2.537836 1.267940 0.0368 -0.0167 -0.0310 0.12
H 2.674935 3.252468 2.335553 0.0152 0.0270 -0.0360 0.13
H 1.245782 2.273637 2.194457 -0.0313 0.0709 0.0274 0.08
```
Positions in Å, forces in eV/Å.

***

Molecular formula: C24H23ClFN3O3S
Method: DFT, ωB97M-V/def2-TZVPD

Calculated values
- LUMO (eV) = 0.21
- Kohn-Sham gap (eV) = 8.1
- structure (SMILES) = O=C(Nc1cc(S(=O)(=O)Nc2ccc(Cl)cc2)ccc1N1CCCCC1)c1ccc(F)cc1
- HOMO energy (hartree) = -0.2903

Geometry as XYZ:
```
56
Properties=species:S:1:pos:R:3:forces:R:3:lowdin_charge:R:1
O 2.988948 1.291021 -0.806699 0.2061 -0.1307 -0.0965 0.11
C 2.230505 0.934972 -1.680679 -0.0204 -0.0206 -0.1125 -0.43
N 1.124412 0.150961 -1.453472 -0.1505 -0.2183 -0.1658 0.11
C 0.817647 -0.428075 -0.207407 0.0035 -0.1841 0.2293 -0.14
C 0.438700 -1.759760 -0.189833 0.1005 0.1610 -0.0025 0.00
C 0.253116 -2.419780 1.008658 -0.0971 -0.6759 0.1176 -0.30
S -0.558226 -3.997056 0.982559 -0.3230 0.2943 -0.4919 0.68
O -0.561524 -4.581289 2.285904 0.0118 0.3365 0.1745 -0.28
O -0.153205 -4.789547 -0.139377 0.0117 0.1923 -0.1779 -0.29
N -2.147310 -3.501416 0.593958 0.7373 -0.8359 -0.0444 -0.05
C -2.594763 -2.315123 1.162814 -0.4233 0.6882 0.5584 -0.32
C -3.108318 -1.277301 0.388457 0.0939 -0.2508 0.0728 -0.02
C -3.481877 -0.082668 0.975102 -0.0267 0.0432 0.1197 -0.11
C -3.334719 0.080445 2.342568 0.0638 -0.1833 -0.0608 -0.68
Cl -3.756948 1.591406 3.074204 -0.0637 0.1934 0.1021 0.68
C -2.851457 -0.952660 3.131022 -0.0550 0.1279 -0.0855 -0.09
C -2.487897 -2.147080 2.542781 -0.2577 0.0327 -0.1553 -0.03
C 0.498975 -1.773227 2.205635 0.1459 -0.1011 -0.0441 -0.06
C 0.819909 -0.434807 2.200050 0.1003 0.0300 -0.0841 0.02
C 0.895924 0.307399 1.006271 -0.0912 -0.2098 0.0174 -0.14
N 1.049551 1.661187 1.011764 0.0487 0.0651 0.0851 -0.09
C 0.284026 2.514696 0.131142 -0.4824 0.0739 -0.1295 -0.15
C -0.936485 3.071035 0.874154 0.2380 0.1925 -0.0920 -0.17
C -0.505055 3.831360 2.124274 -0.1883 -0.2552 0.0674 -0.20
C 0.349788 2.924914 3.005486 0.1812 0.1769 -0.1347 -0.17
C 1.514578 2.376120 2.177418 -0.0612 -0.0619 0.3423 -0.16
C 2.408813 1.325564 -3.108902 0.0859 0.1655 -0.1563 -0.14
C 1.342163 1.473901 -3.992079 0.1938 -0.0369 0.0991 -0.03
C 1.567703 1.859483 -5.300380 0.1379 0.0510 -0.2444 0.00
C 2.868257 2.089745 -5.714776 -0.0942 -0.0362 0.1482 -0.27
F 3.087606 2.457218 -6.990616 -0.0094 -0.0277 0.1135 0.07
C 3.945355 1.962701 -4.854709 -0.0882 0.0388 -0.1742 0.01
C 3.704853 1.586819 -3.547947 -0.1720 -0.0395 0.0730 0.00
H 0.744390 -0.337412 -2.252564 0.0998 0.1495 0.0589 0.14
H 0.319534 -2.311057 -1.111503 0.0292 -0.0047 -0.1984 0.13
H -2.303601 -3.582704 -0.399859 0.1096 -0.0722 -0.1098 0.11
H -3.213519 -1.407139 -0.678978 0.0272 0.0058 -0.1385 0.11
H -3.875313 0.721605 0.372918 -0.0370 0.0812 -0.0314 0.11
H -2.760753 -0.820087 4.197477 0.0074 0.0343 0.1045 0.11
H -2.110982 -2.965715 3.133350 -0.0058 -0.0524 0.1466 0.11
H 0.406223 -2.324287 3.126518 -0.0496 0.0070 0.1755 0.12
H 0.957564 0.062245 3.145265 -0.0236 0.1047 0.0943 0.11
H -0.052529 1.959069 -0.741630 0.0879 0.0793 0.0458 0.11
H 0.925789 3.336812 -0.204661 0.0070 -0.0206 -0.0615 0.13
H -1.498030 3.726650 0.206771 -0.0834 -0.0104 -0.0487 0.11
H -1.582147 2.238449 1.161191 -0.0683 -0.0393 -0.0325 0.08
H -1.383763 4.172158 2.673996 0.0142 0.0867 0.0029 0.10
H 0.075044 4.710672 1.834236 0.0193 0.0916 0.0013 0.11
H 0.734353 3.478222 3.863208 0.0070 -0.0276 0.0819 0.11
H -0.262986 2.100128 3.374421 -0.0229 -0.0606 0.0726 0.10
H 2.164882 1.731594 2.767493 0.0480 0.0400 -0.0430 0.12
H 2.120992 3.213451 1.814019 0.0563 -0.0285 0.0536 0.13
H 0.326104 1.319529 -3.659441 -0.0849 -0.0074 0.0377 0.11
H 0.754361 1.986641 -5.997211 -0.0572 0.0280 -0.0816 0.12
H 4.943539 2.160207 -5.211318 0.0926 0.0168 -0.0565 0.12
H 4.516083 1.487441 -2.843363 0.0717 0.0034 0.0580 0.12
```
Positions in Å, forces in eV/Å.

***

Molecular formula: C24H23ClFN5O2
Method: DFT, ωB97M-V/def2-TZVPD

Calculated values
- LUMO (eV) = -0.10
- Kohn-Sham gap (eV) = 7.9
- structure (SMILES) = CCOc1cc2ncc(C#N)c(Nc3ccc(F)c(Cl)c3)c2cc1NC(=O)/C=C/CN(C)C
- HOMO energy (hartree) = -0.2958

Geometry as XYZ:
```
56
Properties=species:S:1:pos:R:3:forces:R:3:lowdin_charge:R:1
C -1.455825 -5.315465 -1.774161 -0.0335 0.2915 0.3033 -0.06
C -1.893228 -4.800447 -0.407634 -0.0992 -0.5462 -0.1993 -0.23
O -1.733440 -3.398322 -0.278016 0.2967 0.5516 0.0523 -0.06
C -0.489140 -2.879052 -0.073174 0.1598 -0.0572 0.0435 -0.19
C 0.661641 -3.594328 0.122630 -0.3947 0.0239 -0.0468 0.06
C 1.891060 -2.944822 0.348499 -0.0080 0.7995 0.0115 -0.22
N 2.979714 -3.722218 0.529233 0.2730 -0.5978 0.0606 0.11
C 4.117904 -3.141481 0.762057 -0.1766 0.0108 -0.0890 -0.09
C 4.302529 -1.741224 0.825324 -0.9349 -0.0854 -0.3437 -0.15
C 5.572016 -1.274598 1.213880 0.5174 0.0259 0.3917 -0.22
N 6.615408 -0.970481 1.585344 0.2763 0.0733 0.0586 0.20
C 3.205152 -0.902580 0.598056 0.3567 -0.1962 0.2065 -0.13
N 3.287083 0.459764 0.648859 -0.8095 -0.2338 0.1788 0.12
C 4.401510 1.255196 0.408598 0.6677 0.5693 -0.2677 -0.25
C 4.519125 2.478046 1.068090 0.0226 -0.2792 -0.0989 -0.01
C 5.601926 3.298142 0.824152 0.1863 -0.0385 -0.1976 0.00
C 6.569621 2.905877 -0.083089 -0.0377 -0.0551 -0.0480 -0.30
F 7.620880 3.712380 -0.308011 -0.1042 -0.1472 0.0026 0.06
C 6.451644 1.704071 -0.772230 -0.0811 0.2387 0.2052 -0.59
Cl 7.637408 1.239638 -1.929052 0.0808 0.0136 -0.0299 0.72
C 5.362357 0.885968 -0.531435 -0.1949 0.2867 0.0487 -0.06
C 1.943363 -1.527047 0.368432 -0.0208 -0.6470 -0.0531 -0.07
C 0.754905 -0.807192 0.148376 -0.1387 0.0936 -0.0268 0.06
C -0.438556 -1.451005 -0.058878 0.3527 0.1785 0.0900 -0.13
N -1.640653 -0.784356 -0.269905 -0.3397 -0.3850 -0.0947 0.14
C -1.889079 0.561184 -0.225846 0.1252 0.0047 0.0056 -0.45
O -1.039254 1.399481 0.010881 0.1080 0.0581 0.0218 0.06
C -3.302370 0.892914 -0.493840 -0.2806 0.3569 -0.0458 -0.01
C -3.715050 2.157226 -0.518840 0.1036 -0.3669 -0.0066 -0.06
C -5.107819 2.604057 -0.803030 -0.1010 0.0942 -0.0597 -0.22
N -5.489705 3.699025 0.072273 0.0509 -0.1018 -0.0786 -0.29
C -5.557729 3.266305 1.452557 0.0421 0.0607 -0.0074 -0.10
C -6.729426 4.313878 -0.349372 0.0521 0.0070 -0.0285 -0.11
H -2.014704 -4.810660 -2.558525 -0.0468 0.0103 -0.0729 0.08
H -1.646267 -6.382897 -1.837540 -0.0037 -0.1269 -0.0240 0.08
H -0.396112 -5.135996 -1.935863 0.0755 -0.0421 -0.0590 0.07
H -1.361399 -5.319848 0.397008 -0.0856 0.0950 -0.0136 0.12
H -2.966746 -4.960910 -0.272922 0.1860 -0.0231 0.0518 0.13
H 0.685312 -4.671061 0.122145 -0.0406 -0.1128 -0.0250 0.12
H 4.967727 -3.791195 0.926187 0.1422 0.0305 0.0308 0.12
H 2.429767 0.952755 0.854275 0.1293 -0.0870 -0.1047 0.14
H 3.762651 2.779159 1.776357 -0.0684 0.0115 0.1146 0.12
H 5.713742 4.241715 1.333641 0.0301 0.1008 0.0347 0.12
H 5.260693 -0.030216 -1.090839 0.0189 -0.0709 -0.0574 0.12
H 0.748560 0.269579 0.127204 -0.0645 -0.0072 -0.0316 0.10
H -2.416563 -1.408719 -0.445523 0.0368 0.2114 0.0148 0.14
H -3.985485 0.073501 -0.673040 -0.1623 -0.0474 -0.0024 0.11
H -2.997507 2.945076 -0.332247 0.1513 0.0570 0.0252 0.13
H -5.807709 1.749448 -0.736349 0.0223 0.0678 -0.0478 0.13
H -5.135959 2.980866 -1.832407 -0.0521 -0.0602 0.0360 0.13
H -4.597264 2.843635 1.742680 -0.0110 -0.0253 0.1257 0.08
H -6.340424 2.508460 1.620056 -0.0163 -0.0305 0.0040 0.09
H -5.766804 4.127398 2.084973 -0.0006 -0.0136 0.0825 0.08
H -7.582856 3.617123 -0.324462 -0.0228 -0.0090 0.0089 0.09
H -6.617752 4.691747 -1.364818 -0.0617 0.0296 -0.0375 0.08
H -6.948898 5.152482 0.309270 -0.0730 0.0409 -0.0118 0.08
```
Positions in Å, forces in eV/Å.

***

| no. | strongest force on any atom (hartree/bohr) | energy (a.u.) |
| --- | --- | --- |
| 1 | 0.1417 | -1837.3142 |
| 2 | 0.0429 | -4540.1903 |
| 3 | 0.0217 | -2276.6167 |
| 4 | 0.0194 | -1912.6777 |